(1)
71
Properties=species:S:1:pos:R:3 method="wB97M-V/def2-TZVPD" homo_lumo_gap_ev=9.4 multiplicity=1 smiles="O=S1(=O)OCCO1.c1ccncc1.c1ccncc1.c1ccncc1.CC(N)=O.CC(N)=O.CC(N)=O" total_charge=0
O 2.66489 3.19767 0.47112
S 1.60525 2.45404 1.15253
O 0.51504 3.21624 1.81250
O 0.83110 1.52358 0.05461
C 0.93613 0.18761 0.40577
C 2.09070 -0.01763 1.32213
O 2.11833 1.20642 2.11118
H 0.01077 -0.05576 0.92786
H 0.96828 -0.59479 -0.35246
H 3.00569 -0.07260 0.73232
H 2.07285 -0.95710 1.87457
C -1.18710 -4.87554 -1.81986
C -0.36603 -3.89425 -1.20571
C 0.55685 -4.31542 -0.27292
N 0.69451 -5.64171 0.19519
C -0.23265 -6.53918 -0.38785
C -1.07920 -6.23424 -1.42337
H -1.67107 -4.55628 -2.73104
H -0.38286 -2.86470 -1.53150
H 1.25887 -3.59180 0.11429
H -0.03100 -7.57120 -0.14152
H -1.57446 -7.05477 -1.92122
C 3.65822 -0.06187 -1.82891
C 2.60739 -0.03200 -2.68811
C 2.10653 -1.19068 -3.23607
N 2.66692 -2.38436 -2.99312
C 3.72606 -2.41410 -2.13692
C 4.25276 -1.28103 -1.48933
H 3.93942 0.92998 -1.50710
H 2.03633 0.87527 -2.81909
H 1.26417 -1.18582 -3.91195
H 4.04701 -3.36446 -1.73664
H 5.06370 -1.34497 -0.77892
C -3.98027 3.15288 4.55559
C -5.03626 2.43816 4.00533
C -4.79101 1.39487 3.13441
N -3.57239 1.15778 2.62338
C -2.53686 1.96641 3.03083
C -2.69753 3.02205 3.92494
H -4.13405 4.01029 5.19402
H -6.05918 2.50618 4.34504
H -5.58853 0.81015 2.70030
H -1.59273 1.82220 2.52662
H -1.94154 3.74534 4.19276
C -2.67873 1.26095 -1.10787
C -2.09376 0.32623 -2.15421
N -2.45286 0.50891 -3.40888
O -1.32602 -0.51944 -1.86216
H -3.41624 1.95418 -1.51235
H -2.00862 1.98349 -0.64205
H -3.03073 0.63421 -0.28848
H -2.87597 1.39992 -3.62609
H -1.90980 -0.07585 -4.02794
C -2.26568 -2.65210 1.49912
C -3.73323 -2.81344 1.82381
N -4.37079 -1.78836 2.38440
O -4.29607 -3.91308 1.82924
H -2.21150 -2.51280 0.41942
H -1.70663 -3.56856 1.68797
H -1.67484 -1.88205 1.99514
H -5.31738 -1.90318 2.71738
H -4.04416 -0.92066 1.98377
C 5.41739 4.26801 -1.74205
C 5.36902 5.61716 -1.01868
N 4.23579 6.28440 -1.14290
O 6.22678 6.05121 -0.28016
H 5.28936 4.43205 -2.81200
H 4.54328 3.70427 -1.41614
H 6.35822 3.72822 -1.63451
H 4.24153 7.17607 -0.66857
H 3.48863 5.69963 -1.48917

=====

(2)
62
Properties=species:S:1:pos:R:3 method="wB97M-V/def2-TZVPD" homo_lumo_gap_ev=8.9 multiplicity=1 smiles="CC[C@H](C)C(=O)O[C@H]1CCC=C2C=C[C@H](C)[C@H](CC[C@@H]3C[C@@H](O)CC(=O)O3)[C@H]21" de_lowest_kcal_mol=3.5 total_charge=0
C -1.15666 -4.90568 0.97971
C -1.21233 -3.59072 0.21159
C 0.11447 -2.82641 0.25444
C 0.40431 -2.22268 1.63318
C 0.12671 -1.67820 -0.73897
O 1.11564 -1.31145 -1.32746
O -1.06341 -1.10525 -0.83566
C -1.24360 0.02186 -1.70305
C -2.29078 -0.33799 -2.75620
C -3.59105 -0.79389 -2.08862
C -3.81636 -0.16634 -0.75299
C -3.00119 0.70931 -0.15840
C -3.26015 1.16433 1.19001
C -2.48845 2.04843 1.81566
C -1.33505 2.71968 1.13483
C -1.84996 4.04655 0.55824
C -0.70006 1.76791 0.09880
C 0.44679 2.45279 -0.66076
C 1.73357 2.55946 0.16365
C 2.56626 1.28558 0.03120
C 3.67407 1.14617 1.07230
C 4.34877 -0.22747 0.90614
O 3.73396 -1.20281 1.72862
C 4.21671 -0.72401 -0.54112
C 4.07050 0.38615 -1.55603
O 4.68483 0.43800 -2.58672
O 3.17580 1.33271 -1.25720
C -1.75870 1.20627 -0.86607
H -0.35404 -5.53512 0.60150
H -0.99042 -4.73593 2.04006
H -2.09504 -5.44372 0.86763
H -2.00315 -2.95669 0.61554
H -1.45767 -3.80361 -0.83163
H 0.93789 -3.49530 -0.01540
H -0.36620 -1.49990 1.89676
H 1.37622 -1.73324 1.63132
H 0.42360 -3.00340 2.38821
H -0.28508 0.24139 -2.18464
H -2.46303 0.54429 -3.37350
H -1.90656 -1.12924 -3.40230
H -4.44123 -0.58886 -2.74561
H -3.56531 -1.87796 -1.93686
H -4.69965 -0.50851 -0.22949
H -4.11398 0.72663 1.68895
H -2.71067 2.36078 2.82609
H -0.57552 2.96101 1.88684
H -2.39268 4.58530 1.33264
H -1.03591 4.68184 0.22069
H -2.53266 3.86836 -0.26793
H -0.29209 0.91967 0.66240
H 0.69291 1.89703 -1.56497
H 0.12735 3.44357 -0.97945
H 2.33897 3.39020 -0.20127
H 1.50679 2.73811 1.21491
H 1.91277 0.40668 0.08511
H 4.40129 1.94585 0.91844
H 3.26090 1.23714 2.07827
H 5.41314 -0.14433 1.17182
H 3.92437 -1.00930 2.65285
H 5.05672 -1.35656 -0.82152
H 3.30048 -1.32016 -0.60802
H -2.03709 2.00168 -1.56652

=====

(3)
66
Properties=species:S:1:pos:R:3 method="wB97M-V/def2-TZVPD" homo_lumo_gap_ev=9.0 multiplicity=1 de_lowest_kcal_mol=0.0 total_charge=+1
Au -0.22958 -0.08955 -0.01151
C 1.78010 0.18989 -2.67904
Si -0.05259 0.30628 -2.34136
C -0.65720 2.06971 -2.48918
C -1.05617 -0.88160 -3.36441
C -1.38451 -0.69431 -4.70714
C -2.10090 -1.66528 -5.38941
C -2.48613 -2.83199 -4.73877
C -2.16051 -3.02659 -3.40517
C -1.44888 -2.05350 -2.70424
Si -0.99151 -2.17299 -0.89427
C 0.30192 -3.49475 -0.60957
C -2.53529 -2.47447 0.12585
H 1.97123 0.47586 -3.71691
H 2.15003 -0.82637 -2.53690
H 2.34752 0.86629 -2.03511
H -0.49989 2.43282 -3.50879
H -0.12562 2.73630 -1.80787
H -1.72515 2.13498 -2.27598
H -1.08748 0.20969 -5.22793
H -2.36188 -1.51689 -6.42907
H -3.04523 -3.58721 -5.27568
H -2.47253 -3.94146 -2.91278
H -0.05145 -4.45709 -0.98797
H 0.52700 -3.61484 0.45130
H 1.22986 -3.25017 -1.13027
H -2.99873 -3.41797 -0.17541
H -3.26764 -1.68200 -0.03927
H -2.32128 -2.53603 1.19346
C 5.41452 -2.68364 0.20272
C 4.12955 -2.44734 0.94310
C 3.80618 -3.13134 2.11004
C 2.61018 -2.88162 2.76298
C 1.77736 -1.93509 2.19758
Br 0.09902 -1.53438 3.00494
N 2.04230 -1.26955 1.09364
C 3.19965 -1.52472 0.48029
H 6.02420 -3.43326 0.70306
H 5.99890 -1.76578 0.13241
H 5.22096 -3.02996 -0.81318
H 4.49247 -3.86614 2.51254
H 2.33049 -3.40241 3.66652
H 3.38721 -0.96618 -0.43086
C -3.44576 3.65050 2.45897
C -3.47898 2.92905 1.12841
N -2.25217 2.16482 0.96681
C -1.06416 2.42029 1.57118
N -0.04133 1.63917 1.28243
C 1.26257 1.97109 1.85642
C 1.11422 2.55198 3.24808
C 0.21969 3.76938 3.16689
N -1.00892 3.44622 2.44793
C -2.12316 4.37910 2.58560
H -3.54916 2.93673 3.27831
H -4.27062 4.35916 2.51964
H -3.58864 3.65024 0.31234
H -4.32239 2.24071 1.08092
H -2.22069 1.43782 0.26983
H 1.78203 2.68792 1.20830
H 1.86237 1.06484 1.87636
H 2.08401 2.83322 3.65818
H 0.66947 1.80366 3.90820
H 0.73748 4.59513 2.66708
H -0.06386 4.11375 4.16241
H -2.04707 5.17525 1.83666
H -2.03538 4.84460 3.56666

=====

(4)
77
Properties=species:S:1:pos:R:3 method="wB97M-V/def2-TZVPD" homo_lumo_gap_ev="6.1 / 5.3" multiplicity=5 de_lowest_kcal_mol=0.0 total_charge=+1
Pt -0.43589 0.76754 -1.22817
Br -5.47824 0.90968 -3.09439
C -4.21492 -0.40714 -3.52583
C -4.52501 -1.43904 -4.38826
C -3.59226 -2.42177 -4.66098
Br -4.08372 -3.82027 -5.82654
C -2.29918 -2.41731 -4.05584
C -1.32922 -3.41754 -4.24293
C -0.13397 -3.33023 -3.57710
C 0.10188 -2.23017 -2.74997
N -0.78624 -1.27241 -2.56159
C -1.97298 -1.35717 -3.18285
C -2.93086 -0.29027 -2.89782
O -2.64435 0.65461 -2.14327
H -5.50371 -1.47914 -4.84459
H -1.53477 -4.24776 -4.90367
H 0.62360 -4.09298 -3.68618
H 1.03958 -2.12932 -2.22144
C 1.28115 1.85771 5.05782
Si -0.12772 1.08208 4.07453
C -1.64871 2.18151 3.93006
C -0.57425 -0.63162 4.73876
C 0.53731 0.88367 2.28118
Te -0.59905 -0.49789 1.14962
C 0.69058 -2.20614 1.43822
Si 2.57715 -2.43094 1.15299
C 3.04556 -3.80091 2.36409
C 2.96060 -3.06607 -0.58977
C 3.58692 -0.86876 1.46840
H 0.95751 2.06807 6.07846
H 1.60180 2.80112 4.61429
H 2.15097 1.20220 5.11386
H -2.28222 2.15547 4.81732
H -2.22962 1.84464 3.07180
H -1.36281 3.21798 3.74434
H -1.03301 -0.56608 5.72565
H 0.30691 -1.26931 4.83108
H -1.28490 -1.12662 4.07312
H 1.56902 0.54309 2.28367
H 0.46129 1.84586 1.77556
H 0.18207 -2.99108 0.87012
H 0.51836 -2.44092 2.49261
H 2.43654 -4.69283 2.20749
H 2.92236 -3.49855 3.40483
H 4.08752 -4.09663 2.23207
H 2.24304 -3.81562 -0.92947
H 3.94433 -3.53873 -0.58811
H 2.99543 -2.26020 -1.32101
H 3.62673 -0.60793 2.52708
H 3.19646 -0.01411 0.91874
H 4.61571 -1.02071 1.13656
C -5.02367 0.99908 1.54331
S -3.86170 1.96290 0.52665
C -4.03554 3.50551 1.46450
O -2.51615 1.40599 0.93378
H -6.02517 1.41294 1.43731
H -4.70069 1.02566 2.58174
H -5.01404 -0.02447 1.17312
H -5.02960 3.90418 1.26318
H -3.28484 4.19893 1.09526
H -3.89294 3.33560 2.52872
C 3.76247 -0.21830 -4.35950
S 4.02607 1.57188 -4.33554
C 3.79263 2.10373 -2.70038
C 3.02355 1.58367 -1.65961
S 2.07305 0.18175 -1.65836
S 3.04252 2.53051 -0.18841
C 3.92322 3.89261 -0.79788
S 4.18548 5.24225 0.07301
S 4.52816 3.65226 -2.40881
H 4.18317 -0.54199 -5.30990
H 2.70549 -0.45705 -4.31781
H 4.29681 -0.67903 -3.53509
Cl -0.08436 4.16274 0.39628
Si -0.43751 3.12466 -1.37446
Cl -2.23155 3.89335 -2.04318
Cl 0.94241 4.00956 -2.68246

=====

(5)
76
Properties=species:S:1:pos:R:3 method="wB97M-V/def2-TZVPD" homo_lumo_gap_ev=7.8 multiplicity=1 smiles="C=CCN(CCCCC)C1=[N+](Br)[C@](Cl)(S(=O)(=O)C(F)(F)C(F)(F)C(F)(F)C(F)(F)F)[C@@](CCCOC)([C@@H](C)CC)N1" total_charge=+1
C -3.95363 -3.58566 -1.68639
C -2.94230 -2.62836 -1.16132
C -1.91724 -1.70404 -2.07689
N -1.66197 -0.42210 -1.25548
C -2.80457 0.59481 -1.05381
C -4.01804 0.44243 -2.14400
C -4.90249 1.83860 -2.26280
C -6.19717 1.72558 -3.26230
C -5.96928 0.79917 -4.59557
C -0.41976 -0.19661 -0.65023
N 0.82976 -1.04478 -0.72134
Br 0.49358 -2.50636 0.38625
C 2.04351 -0.15464 -0.37850
Cl 2.30975 0.61591 -2.08858
S 3.65598 -1.03370 -0.14277
O 3.56132 -2.36846 -0.98419
O 4.90727 -0.29845 -0.76677
C 4.12979 -1.53993 1.58094
F 4.77523 -0.41795 2.36083
F 3.03887 -2.04329 2.44420
C 5.28355 -2.75226 1.59166
F 6.17858 -2.72503 0.41547
F 6.16366 -2.47273 2.78755
C 4.66264 -4.24762 1.83135
F 4.33716 -4.54435 3.27636
F 3.46500 -4.57642 1.02502
C 5.80199 -5.40370 1.42335
F 5.77828 -5.74634 -0.02816
F 5.33313 -6.65218 2.13278
F 7.14900 -5.11489 1.96465
C 1.52676 1.05324 0.59317
C 1.43137 0.76949 2.24181
C 0.12688 1.56196 2.92950
C -1.12626 0.54980 3.27713
O -2.39470 1.03759 2.66665
C -3.44376 0.00554 2.82147
C 2.22600 2.52837 0.57605
C 3.87098 2.51484 0.35449
C 1.63129 3.59855 -0.51211
C 2.21080 5.14084 -0.21582
N 0.02471 0.93650 0.25649
H -5.00876 -3.63978 -1.13816
H -3.72997 -4.31468 -2.57561
H -2.81428 -2.51836 0.02034
H -0.92579 -2.36058 -2.18904
H -2.29070 -1.49646 -3.15938
H -2.35265 1.68986 -1.21344
H -3.18440 0.59324 0.07619
H -4.68342 -0.49948 -1.89351
H -3.59365 0.24891 -3.24020
H -4.15001 2.66604 -2.62787
H -5.25906 2.08211 -1.15990
H -6.47708 2.83887 -3.57296
H -7.08368 1.25367 -2.65756
H -6.43906 -0.28223 -4.41694
H -6.60074 1.28587 -5.47626
H -4.85230 0.74593 -4.97233
H 1.11470 -0.38057 2.31161
H 2.43858 1.00065 2.79283
H -0.17424 2.53270 2.34988
H 0.54005 1.93274 3.98646
H -0.98315 -0.55042 2.88084
H -1.35268 0.47687 4.44319
H -3.57505 -0.67655 1.85383
H -3.09905 -0.74222 3.68442
H -4.51552 0.47296 3.04734
H 2.08476 3.04798 1.64204
H 4.20200 2.23616 -0.73233
H 4.29898 1.78591 1.16308
H 4.37184 3.57442 0.58239
H 1.90052 3.38303 -1.62980
H 0.44624 3.72826 -0.46855
H 3.30403 5.28010 -0.63770
H 2.18525 5.41166 0.93424
H 1.47580 5.91328 -0.74450
H -0.41315 1.74677 -0.21272

=====

(6)
64
Properties=species:S:1:pos:R:3 method="wB97M-V/def2-TZVPD" homo_lumo_gap_ev=8.8 multiplicity=1 smiles="C[C@@H]1CN(C(=O)CCC(=O)NCCCN2[C@@H](C)CCC[C@@H]2C)c2ccccc2O1" de_lowest_kcal_mol=4.2 total_charge=0
C 2.19856 2.71438 0.55475
C 2.10096 1.20242 0.69425
C 1.55140 0.77651 2.05839
N 1.48493 -0.67166 2.07156
C 0.25605 -1.26095 2.03514
O -0.74050 -0.64722 2.36645
C 0.16892 -2.69928 1.55130
C -1.04525 -2.80255 0.62860
C -0.86609 -1.86739 -0.56106
O 0.03414 -1.05468 -0.63273
N -1.79211 -2.03111 -1.52537
C -1.84248 -1.22153 -2.72110
C -3.25740 -0.73108 -3.01377
C -3.76839 0.22595 -1.92789
N -2.82761 1.28745 -1.63726
C -2.97670 1.94979 -0.34200
C -3.19709 0.98265 0.82007
C -1.68176 2.72304 -0.06408
C -1.39054 3.74518 -1.15287
C -1.34595 3.02473 -2.49200
C -2.63082 2.22559 -2.73622
C -3.82167 3.15287 -3.03893
C 2.72409 -1.27048 1.79316
C 3.09784 -2.49268 2.34316
C 4.34731 -3.02842 2.09567
C 5.25495 -2.33185 1.31407
C 4.91570 -1.09828 0.79629
C 3.65730 -0.55118 1.03140
O 3.41351 0.67832 0.51770
H 1.21485 3.16151 0.65563
H 2.60962 2.96612 -0.41869
H 2.85603 3.11537 1.32268
H 1.44832 0.77939 -0.08287
H 0.54469 1.16513 2.21197
H 2.21388 1.12398 2.85840
H 1.06941 -2.97744 1.00631
H 0.03693 -3.36460 2.40655
H -1.93882 -2.48968 1.17440
H -1.18224 -3.82867 0.28257
H -2.51745 -2.72038 -1.40451
H -1.18264 -0.37032 -2.54503
H -1.46651 -1.80046 -3.57445
H -3.94015 -1.58353 -3.06796
H -3.26330 -0.25060 -3.99224
H -3.89524 -0.35988 -1.01965
H -4.76536 0.59810 -2.22586
H -3.82676 2.65831 -0.35354
H -4.18206 0.52245 0.79832
H -2.42921 0.21449 0.82959
H -3.11894 1.53498 1.75346
H -0.87131 1.99357 -0.02196
H -1.75701 3.21596 0.90714
H -2.16584 4.51393 -1.15967
H -0.43624 4.24203 -0.96407
H -1.19646 3.73248 -3.30955
H -0.50592 2.32771 -2.48359
H -2.46361 1.62309 -3.63540
H -4.71785 2.57080 -3.24172
H -3.59803 3.74848 -3.92051
H -4.03035 3.82759 -2.21447
H 2.40476 -3.01275 2.98587
H 4.61553 -3.98184 2.52427
H 6.23283 -2.74457 1.11865
H 5.61136 -0.52928 0.20012

=====

(7)
68
Properties=species:S:1:pos:R:3 method="wB97M-V/def2-TZVPD" homo_lumo_gap_ev="6.8 / 7.3" multiplicity=2 de_lowest_kcal_mol=14.2 total_charge=+2
V -0.31865 0.39990 -0.99817
C -0.14729 -1.86616 -3.69910
P -0.15857 -1.86131 -1.88743
C -1.50473 -2.96265 -1.39963
C 1.40682 -2.57877 -1.34262
C 1.62355 -3.95272 -1.36176
C 2.84649 -4.46595 -0.95530
C 3.85815 -3.61199 -0.53796
C 3.65145 -2.24060 -0.51900
C 2.42558 -1.71843 -0.91622
P 2.09964 0.05791 -0.88903
C 2.85761 0.77267 -2.37273
C 2.98971 0.79105 0.50069
H -0.02506 -2.88808 -4.06063
H 0.67632 -1.26146 -4.07776
H -1.08762 -1.45737 -4.06924
H -1.44011 -3.91083 -1.93382
H -2.45535 -2.48701 -1.64271
H -1.45768 -3.13648 -0.32580
H 0.84335 -4.63055 -1.68504
H 3.01027 -5.53497 -0.96389
H 4.81033 -4.01585 -0.22172
H 4.44673 -1.58886 -0.17981
H 3.92534 0.55039 -2.38183
H 2.70558 1.85183 -2.36536
H 2.40744 0.35808 -3.27458
H 4.06459 0.71568 0.33165
H 2.72416 0.28241 1.42508
H 2.72263 1.84550 0.57560
C 0.52822 1.55521 5.32606
C 0.44180 1.90943 3.86240
C -0.88975 2.46299 3.41823
O 0.82036 0.70980 3.03661
P 0.10972 -0.63728 2.79286
S 1.14902 -2.15936 2.37134
S -1.07621 -0.08071 0.88326
O -1.06873 -0.71559 3.79629
C -1.81546 -1.96459 4.14219
C -2.61322 -2.44263 2.95391
C -2.66752 -1.59062 5.32936
H 0.44867 2.47367 5.90830
H 1.48512 1.09105 5.56049
H -0.28249 0.89276 5.62454
H 1.24525 2.59134 3.59104
H -1.70531 1.78010 3.65497
H -0.89505 2.68623 2.35144
H -1.06672 3.39558 3.95442
H -1.05140 -2.68968 4.42398
H -3.35398 -1.69947 2.65661
H -3.14028 -3.35403 3.23662
H -1.96586 -2.68516 2.11022
H -3.40767 -0.83988 5.05237
H -2.05847 -1.21102 6.14799
H -3.19246 -2.47799 5.68248
O -1.53548 0.93209 -2.42497
C -0.93547 2.07475 -2.53418
O 0.04841 2.20289 -1.70548
C -1.31131 3.08273 -3.48864
C -2.39351 2.85544 -4.34599
C -2.74955 3.83145 -5.25509
C -2.03211 5.02217 -5.30575
C -0.95723 5.25051 -4.45156
C -0.59215 4.28298 -3.53815
H -2.94110 1.92483 -4.28468
H -3.58421 3.67383 -5.92351
H -2.31626 5.78466 -6.01895
H -0.41374 6.18345 -4.50222
H 0.23545 4.44267 -2.86070